98
Properties=species:S:1:pos:R:3:forces:R:3:mulliken_charge:R:1 method="wB97M-V/def2-TZVPD" spin_multiplicity=1 gap_ev=6.10 total_charge=-1 homo_energy_ev=-5.05
C 3.38946 -2.20039 2.58653 0.1 -1.7 0.8 -0.909
P 3.19927 -0.52455 1.69206 0.5 -1.3 -1.8 0.274
C 4.79843 0.52014 1.71647 1.0 0.8 0.2 -0.768
S 1.50074 0.60348 2.45819 -3.1 5.1 1.5 0.812
O 1.91862 1.62209 3.58257 -0.6 -3.1 -3.2 -0.653
O 0.95410 1.39194 1.20594 2.1 -2.9 3.5 -0.580
N 0.37848 -0.57670 3.08670 -0.4 2.4 -0.8 -0.390
S -1.20292 0.09785 3.38920 2.7 3.5 5.1 0.809
O -1.64682 -0.20273 4.87370 1.1 -0.3 -5.0 -0.635
O -1.30964 1.63187 3.21885 -0.1 -4.5 -0.8 -0.586
P -2.59855 -1.01809 2.15191 -0.7 -1.9 -2.1 0.286
O -2.15116 -0.71489 0.45975 -0.5 0.7 2.7 -0.274
O -2.10207 -2.70288 2.40772 -1.2 1.9 -0.3 -0.536
H 4.51320 -2.60027 2.60976 -2.3 1.2 0.0 0.331
H 2.79998 -3.00512 1.93160 1.2 2.0 1.4 0.251
H 2.93994 -2.24972 3.66567 0.9 0.2 -2.0 0.281
H 5.51363 0.30807 2.62530 -1.5 0.7 -1.7 0.282
H 4.52689 1.67699 1.63203 0.5 -2.6 0.4 0.141
H 5.38678 0.25072 0.71331 -1.5 0.4 2.2 0.284
H -2.39672 0.24458 0.22520 0.4 -1.8 0.6 0.315
H -2.87571 -3.24085 2.76305 1.3 1.5 -0.7 0.334
C -3.99909 0.24607 7.86880 0.0 0.3 -0.1 -0.733
N -4.62999 -0.99677 7.34825 -0.4 -0.7 -0.7 0.895
O -5.23871 -0.91590 6.27489 0.7 -0.4 1.6 -0.521
O -4.49642 -2.01846 8.03183 -0.3 1.3 -1.0 -0.542
H -4.19583 1.06169 7.16969 0.1 -0.3 0.1 0.267
H -4.44356 0.45789 8.84340 0.2 -0.2 -0.2 0.330
H -2.92636 0.06074 7.95306 -0.2 0.0 0.0 0.293
C -5.61453 4.09399 9.44302 0.1 0.2 -0.3 -0.706
N -5.21100 2.88146 10.20495 0.4 -0.9 0.6 0.834
O -4.07430 2.43831 10.00315 -1.7 0.6 0.5 -0.486
O -6.04670 2.40866 10.98408 1.3 0.6 -1.1 -0.508
H -4.78625 4.39903 8.79990 -0.2 -0.2 0.2 0.316
H -6.49010 3.83154 8.84572 0.1 0.1 0.2 0.283
H -5.84807 4.87626 10.16809 -0.1 -0.2 -0.1 0.280
C -1.15590 -1.72881 -2.20446 0.3 -0.3 0.5 -0.609
N -0.77705 -2.64460 -3.31415 -0.1 -0.5 -0.1 0.822
O -0.19565 -3.69269 -3.00973 -0.6 1.2 -0.9 -0.543
O -1.07392 -2.28550 -4.45953 0.5 -0.8 1.1 -0.499
H -0.83485 -2.16896 -1.25793 -0.1 0.0 -0.3 0.380
H -0.65182 -0.77574 -2.37717 -0.2 -0.4 0.0 0.330
H -2.24150 -1.61417 -2.22784 0.3 0.1 -0.1 0.166
C -4.89217 -2.15681 -4.84718 -0.1 0.4 -0.1 -0.469
N -5.57342 -1.75616 -3.58662 -0.4 0.4 0.7 0.975
O -6.75048 -2.10701 -3.44306 1.5 0.6 0.1 -0.561
O -4.90740 -1.10071 -2.77682 -1.1 -0.9 -1.0 -0.558
H -5.59314 -2.72500 -5.46241 0.2 0.2 0.3 0.247
H -4.58256 -1.24336 -5.35904 0.1 -0.1 0.2 0.267
H -4.03151 -2.77143 -4.57567 -0.2 0.7 -0.1 0.124
C 2.21304 -1.65729 -4.39666 0.1 -0.2 -0.2 0.363
N 3.20907 -1.62072 -3.29202 0.4 0.1 0.8 0.959
O 4.30699 -2.14953 -3.50200 -1.2 0.7 0.5 -0.576
O 2.86066 -1.06225 -2.24526 0.8 -0.8 -1.5 -0.479
H 2.65230 -2.17613 -5.25140 0.0 0.3 0.6 0.013
H 1.33452 -2.19248 -4.03055 0.4 0.2 -0.1 -0.297
H 1.97005 -0.62476 -4.65561 -0.1 -0.2 0.1 0.081
C 2.64206 4.90754 3.16724 -0.2 -0.1 0.2 -0.566
N 4.02503 5.45294 3.10772 0.5 0.3 -0.1 0.902
O 4.57478 5.72055 4.18259 -0.2 -0.2 -1.5 -0.554
O 4.51974 5.59710 1.98369 -0.3 0.0 1.7 -0.519
H 2.33577 4.83453 4.21298 0.2 0.0 -0.3 0.287
H 1.99272 5.59585 2.62239 0.2 -0.2 0.0 0.263
H 2.65653 3.92083 2.69989 -0.1 0.1 0.1 0.173
C 1.75596 -4.77560 -8.05859 0.0 -0.3 -0.1 -0.747
N 2.42692 -3.73990 -7.22747 0.5 0.6 0.6 0.830
O 3.48403 -4.05844 -6.67050 -1.5 0.7 -0.7 -0.494
O 1.87346 -2.63637 -7.15755 0.9 -1.6 -0.4 -0.493
H 2.35030 -5.69137 -8.02966 -0.1 0.3 0.1 0.299
H 0.76405 -4.94611 -7.63514 0.1 0.2 -0.1 0.270
H 1.69190 -4.38953 -9.07793 -0.1 0.0 0.2 0.290
C 8.32613 4.80713 3.00355 0.0 0.3 -0.1 -0.734
N 7.69524 3.56429 2.48300 -0.6 -0.9 -0.6 0.831
O 7.08652 3.64516 1.40964 0.9 -0.4 1.6 -0.468
O 7.82881 2.54260 3.16658 -0.2 1.4 -1.0 -0.509
H 8.12940 5.62275 2.30444 -0.1 -0.3 0.1 0.289
H 7.88167 5.01895 3.97815 0.1 -0.1 -0.2 0.280
H 9.39887 4.62180 3.08781 -0.2 -0.1 0.1 0.304
C 3.67029 2.89648 -4.26150 0.0 0.0 0.4 -0.724
N 2.71011 2.46133 -5.31142 -0.8 -0.4 -0.6 0.858
O 1.65588 1.93770 -4.93249 1.4 0.7 -0.8 -0.490
O 3.04178 2.65760 -6.48634 -0.6 -0.3 1.5 -0.525
H 3.25078 2.66324 -3.28052 0.0 0.0 -0.3 0.320
H 4.60283 2.35150 -4.42159 -0.2 0.2 -0.1 0.280
H 3.81495 3.97299 -4.37297 0.1 -0.2 -0.1 0.278
C -4.26349 -6.48653 -3.91606 -0.3 -0.1 0.1 -0.764
N -3.55412 -5.42110 -4.67453 1.0 0.3 -0.5 0.805
O -4.25048 -4.57809 -5.25211 1.2 -1.9 0.4 -0.548
O -2.31827 -5.46111 -4.66879 -2.1 0.2 -0.2 -0.442
H -5.34018 -6.32819 -4.00760 0.3 0.1 0.0 0.309
H -3.97663 -7.44655 -4.35004 0.1 0.2 0.2 0.282
H -3.95019 -6.41257 -2.87271 0.1 -0.1 -0.2 0.318
C -3.23457 2.76788 -3.11412 0.0 0.1 -0.3 -0.888
N -2.81334 1.57056 -2.33783 0.5 -1.0 0.3 0.898
O -2.01085 0.79969 -2.87724 -1.5 1.6 0.9 -0.460
O -3.30018 1.43826 -1.20892 0.8 0.2 -1.5 -0.594
H -2.73096 2.75582 -4.08311 -0.1 -0.1 0.3 0.327
H -4.31763 2.71351 -3.24171 0.2 0.0 0.2 0.311
H -2.94583 3.65091 -2.54044 -0.2 -0.2 0.0 0.309

---

66
Properties=species:S:1:pos:R:3:forces:R:3:mulliken_charge:R:1 method="wB97M-V/def2-TZVPD" spin_multiplicity=1 gap_ev=7.31 total_charge=+2 relative_energy_kcal_mol=0.5 homo_energy_ev=-15.13
Os -0.35693 -0.50094 -1.12454 0.0 0.1 -0.2 2.255
O -4.32423 -0.37296 -0.98600 0.0 0.1 0.0 -0.492
C -3.21789 -0.27988 -0.57776 0.0 0.0 -0.1 0.355
O -2.18653 0.06667 -1.42809 -0.1 -0.1 0.1 -0.896
C -2.79713 -0.54657 0.85461 0.0 0.1 0.0 -0.709
P -1.01680 -0.22435 1.05442 0.1 0.0 0.1 1.044
C -0.27872 -1.43680 2.15632 0.0 0.0 0.0 0.842
C 1.05470 -1.29081 2.55527 0.0 0.0 0.0 -0.477
C 1.65274 -2.25635 3.34689 0.0 0.0 0.0 -1.177
C 0.93627 -3.37935 3.74134 0.0 0.0 0.0 -0.603
C -0.38750 -3.53068 3.35213 0.0 0.0 0.0 -0.861
C -0.99686 -2.56518 2.56447 0.0 0.0 0.0 -0.703
C -0.93517 1.44177 1.71758 0.0 0.0 -0.1 1.253
C -0.12545 1.79988 2.79146 0.0 0.0 0.0 -0.455
C -0.15460 3.10270 3.26847 0.0 0.0 0.0 -0.823
C -0.98653 4.04519 2.68402 0.0 0.0 0.0 -0.713
C -1.80566 3.69023 1.61709 0.0 0.0 0.0 -0.551
C -1.78279 2.39385 1.13366 0.0 0.0 0.0 -0.840
H -3.07404 -1.56988 1.09389 0.0 -0.1 0.0 0.356
H -3.37519 0.09689 1.51791 0.0 0.0 0.0 0.565
H 1.63572 -0.43554 2.24419 0.0 0.0 0.0 0.503
H 2.68047 -2.12846 3.66011 0.0 0.0 0.0 0.474
H 1.40411 -4.12740 4.36782 0.0 0.0 0.0 0.468
H -0.95765 -4.38935 3.68148 0.0 0.0 0.0 0.510
H -2.03432 -2.70429 2.29909 0.0 0.0 0.0 0.293
H 0.51158 1.07583 3.27713 0.0 0.0 0.0 0.450
H 0.46961 3.37617 4.10828 0.0 0.0 0.0 0.474
H -1.00876 5.05653 3.06731 0.0 0.0 0.0 0.461
H -2.47047 4.41966 1.17345 0.0 0.0 0.0 0.469
H -2.43180 2.13095 0.30485 0.0 0.0 0.0 0.251
C -1.11740 4.13371 -2.58680 0.0 0.0 0.0 -1.628
C 0.30665 3.81215 -2.13221 0.0 0.0 0.0 1.325
C 0.80732 4.89011 -1.17712 0.0 0.0 0.0 -1.552
C 1.25029 3.67560 -3.32413 0.0 0.0 0.0 -1.782
N 0.37940 2.55900 -1.33213 0.1 0.1 0.1 0.136
N -0.17166 1.43188 -2.01756 -0.1 -0.2 0.0 -0.759
H -1.13128 5.10257 -3.08549 0.0 0.0 0.0 0.473
H -1.80125 4.19141 -1.73558 0.0 0.0 0.0 0.283
H -1.51413 3.41984 -3.31495 0.0 0.0 0.0 0.444
H 0.79249 5.86050 -1.67165 0.0 0.0 0.0 0.439
H 1.82743 4.67928 -0.85645 0.0 0.0 0.0 0.378
H 0.16851 4.95742 -0.29225 0.0 0.0 0.0 0.367
H 1.34954 4.63114 -3.83711 0.0 0.0 0.0 0.476
H 0.88101 2.96561 -4.07142 0.0 0.0 0.0 0.368
H 2.23832 3.35805 -2.98916 0.0 0.0 0.0 0.390
H -0.14865 2.66818 -0.47132 0.0 0.0 0.0 -0.131
H 0.44655 1.29254 -2.82047 0.0 0.0 0.0 0.359
H -1.10501 1.63765 -2.38937 0.0 0.0 0.0 0.389
O 0.14788 -2.35538 -1.22216 0.0 0.1 0.0 -0.370
S 0.89437 -3.40896 -0.24628 0.0 0.0 0.1 1.074
C -0.13765 -4.87855 -0.52165 0.0 0.0 0.0 -0.730
C 0.77430 -5.92347 -1.16620 0.0 0.0 0.0 -0.685
C 1.67894 -5.15399 -2.12260 0.0 0.0 0.0 -0.541
C 2.24234 -4.00118 -1.30161 0.0 0.1 0.0 -0.868
H -0.92049 -4.54374 -1.20456 0.0 0.0 0.0 0.351
H -0.57843 -5.16879 0.42963 0.0 0.0 0.0 0.402
H 0.17188 -6.67862 -1.66848 0.0 0.0 0.0 0.374
H 1.36816 -6.43180 -0.40435 0.0 0.0 0.0 0.325
H 1.11282 -4.77520 -2.97476 0.0 0.0 0.0 0.283
H 2.48924 -5.77045 -2.50845 0.0 0.0 0.0 0.413
H 2.61192 -3.14005 -1.85565 0.0 0.0 0.0 0.364
H 3.01881 -4.32140 -0.60301 0.0 0.0 0.0 0.484
F 2.30344 0.47216 -1.66566 0.0 0.0 0.1 -0.235
C 1.62727 0.02336 -0.58878 -0.1 0.0 0.0 0.060
F 1.77365 0.91709 0.39475 0.0 0.0 -0.1 -0.099
F 2.32328 -1.08515 -0.18185 0.0 0.1 0.0 -0.301

---

61
Properties=species:S:1:pos:R:3:forces:R:3:mulliken_charge:R:1 method="wB97M-V/def2-TZVPD" spin_multiplicity=4 gap_ev="6.64 / 6.57" total_charge=-1 relative_energy_kcal_mol=198.3 homo_energy_ev="-4.64 / -5.21"
V 0.10900 -0.19760 0.98770 -0.2 -0.6 1.8 -0.637
O -0.01280 -1.12870 -1.70500 0.0 -0.3 -0.4 -0.408
C 0.61100 -2.34090 -1.27230 -0.3 0.1 -0.1 2.787
C 0.78600 -2.09400 0.24000 2.2 -3.2 -1.4 0.263
O 1.84240 -2.25610 0.85360 0.1 -0.1 -0.4 -0.732
O -0.33760 -1.87230 0.78680 -1.9 -3.4 -0.1 0.326
C 1.82260 -2.64750 -2.12060 0.1 0.0 0.0 -0.187
C 3.11860 -2.72630 -1.63130 0.1 0.0 0.1 0.030
C 4.17250 -3.00830 -2.48580 0.0 0.0 -0.1 -1.012
C 3.95140 -3.19940 -3.83660 0.1 0.0 0.0 -0.357
C 2.66070 -3.12540 -4.33290 -0.1 0.0 -0.1 -0.977
C 1.60380 -2.86200 -3.48220 0.0 0.0 0.1 -0.481
C -0.35880 -3.51150 -1.22200 -0.2 -0.3 -0.2 -0.456
C -1.73460 -3.30740 -1.18120 0.0 0.2 -0.2 -0.307
C -2.58490 -4.36280 -0.90290 0.0 0.0 -0.1 -0.797
C -2.07130 -5.62940 -0.68270 0.0 -0.1 0.1 -0.494
C -0.70270 -5.83900 -0.73370 0.0 -0.1 0.1 -0.891
C 0.15180 -4.78180 -0.98540 0.0 0.1 -0.2 -0.157
H -0.02030 -1.09910 -2.67440 0.0 0.1 0.3 0.493
H 3.31290 -2.57430 -0.58170 -0.1 0.0 -0.1 0.530
H 5.17360 -3.08170 -2.08800 0.1 0.0 0.0 0.431
H 4.77610 -3.40860 -4.50280 0.1 0.0 0.0 0.389
H 2.47300 -3.28490 -5.38480 0.0 0.0 -0.1 0.379
H 0.59590 -2.83660 -3.87970 -0.1 0.0 0.0 0.385
H -2.14590 -2.31520 -1.34880 0.2 -0.1 0.1 0.320
H -3.64800 -4.18600 -0.84130 -0.1 0.0 0.0 0.460
H -2.73810 -6.44880 -0.45500 0.0 -0.1 0.0 0.436
H -0.29390 -6.82240 -0.54610 0.0 -0.1 0.0 0.408
H 1.22290 -4.93460 -0.98830 0.1 0.0 0.0 0.473
O 2.49590 0.72140 1.35430 2.8 0.0 0.2 -0.668
N 1.35230 1.06060 1.08180 5.2 4.9 0.6 1.473
O 0.94240 1.14090 -0.08400 -0.6 0.7 -4.4 -0.632
O 0.56060 1.47510 1.95330 -1.4 1.9 2.5 -0.647
I -4.17350 0.79520 0.24110 -5.3 -0.1 0.4 -0.121
I -6.91490 1.24640 -0.02120 -1.3 0.3 -0.2 -0.513
Se -1.88340 0.39920 0.54090 -0.9 2.2 -1.8 0.480
C -1.76310 1.43670 -1.01910 0.9 0.0 -0.2 0.180
N -1.77400 2.02110 -2.01560 0.1 -0.1 0.3 -0.656
Te 1.42900 -0.91590 3.07770 0.0 -1.9 3.7 0.267
C 0.69930 0.17780 4.78670 0.0 0.0 -0.3 0.323
C 1.55140 0.37720 5.86540 0.1 -0.2 -0.2 -0.650
C 1.11620 1.06180 6.98610 0.0 0.1 0.2 -0.523
C -0.19090 1.51630 7.05880 0.0 0.0 0.1 -0.381
C -1.04750 1.33570 5.98530 0.0 0.0 0.0 -0.864
C -0.58770 0.70260 4.84460 -0.2 -0.1 -0.5 0.188
C 0.10660 -2.59660 3.43530 0.1 -0.1 -0.1 0.217
C 0.62600 -3.87710 3.28420 0.2 0.3 0.2 -0.088
C -0.21230 -4.97080 3.13390 0.0 -0.2 0.0 -0.644
C -1.58510 -4.80470 3.12320 0.0 -0.1 0.0 -0.381
C -2.12150 -3.53730 3.28840 0.0 -0.1 0.1 -0.927
C -1.28260 -2.45030 3.44450 0.1 0.5 0.2 0.020
H 2.55750 -0.02210 5.82980 0.1 0.0 0.0 0.314
H 1.79760 1.23620 7.80820 0.0 0.0 0.1 0.377
H -0.54210 2.00850 7.95490 0.0 0.1 0.0 0.369
H -2.06960 1.68520 6.03130 0.0 0.1 0.0 0.414
H -1.25330 0.62560 3.98190 0.2 0.0 0.2 0.160
H 1.69990 -4.01760 3.26960 0.0 0.0 -0.1 0.344
H 0.21120 -5.95710 2.99790 0.0 0.0 0.0 0.389
H -2.23980 -5.65400 2.98470 0.0 -0.1 0.0 0.396
H -3.19420 -3.39920 3.25910 0.0 0.1 0.0 0.413
H -1.72960 -1.46140 3.54790 0.1 -0.2 -0.1 0.153

---

12
Properties=species:S:1:pos:R:3:forces:R:3:mulliken_charge:R:1 method="wB97M-V/def2-TZVPD" spin_multiplicity=1 gap_ev=7.62 relative_energy_kcal_mol=196.0 homo_energy_ev=-9.04
C 0.67969 -1.18011 0.32880 -0.5 1.5 1.2 0.138
C 0.95473 0.31423 0.05753 1.2 0.8 0.1 -0.260
C -1.26895 1.10159 -0.38648 -2.0 2.0 -0.4 -0.182
C -0.45486 -0.14057 0.13662 -1.6 2.2 0.8 -0.195
H 0.01693 -2.37366 -1.20195 5.2 0.9 2.1 0.401
H 0.40945 -1.55488 1.31607 1.0 -0.4 -0.1 0.373
H 1.47759 0.19735 -0.97610 -1.2 1.1 1.7 0.262
H -2.47049 1.32167 -0.67059 3.4 -1.5 0.3 0.258
H -0.74302 -0.07170 1.25006 0.2 0.1 -1.4 0.159
N -0.75185 2.27056 -0.11904 0.8 -2.2 1.1 -0.321
O 1.30774 -1.98482 -0.55020 -5.5 -2.2 -3.2 -0.587
S 0.84305 2.10034 0.81530 -0.9 -2.2 -2.3 -0.046

---

10
Properties=species:S:1:pos:R:3:forces:R:3:mulliken_charge:R:1 method="wB97M-V/def2-TZVPD" spin_multiplicity=1 gap_ev=9.84 relative_energy_kcal_mol=85.1 homo_energy_ev=-8.97
C 0.74429 -1.29841 0.75898 2.7 1.7 -0.6 -0.093
N 0.32105 0.60224 0.71834 0.9 -3.1 0.2 -0.508
N -0.33982 0.66518 -0.30644 1.2 -3.6 0.8 0.403
N -0.88765 1.73556 -0.66461 -3.3 5.3 -2.5 -0.619
O -0.12320 -1.91580 -0.04720 -1.0 -0.8 0.2 -0.463
H 0.71021 -1.54088 1.82896 -0.3 0.3 -0.3 0.210
H 1.77631 -1.57108 0.26897 -1.2 1.5 1.5 0.179
H -1.11548 2.56954 -0.12590 1.1 -0.5 1.0 0.260
H -1.49455 1.83162 -1.49380 0.9 -1.5 0.5 0.219
H -0.64444 -1.19919 -0.40383 -1.0 0.7 -0.9 0.412

---

17
Properties=species:S:1:pos:R:3:forces:R:3:mulliken_charge:R:1 method="wB97M-V/def2-TZVPD" smiles=C[C@H]1N[C@H]1[C@H]1CN1 spin_multiplicity=1 gap_ev=10.38 relative_energy_kcal_mol=50.7 homo_energy_ev=-9.20
C 0.86700 -1.57224 -1.12810 0.0 0.0 0.1 -1.346
C 1.33744 -0.20581 -0.70175 0.2 -0.1 -0.1 0.092
N 0.51268 0.97838 -0.99477 0.0 -0.1 -0.5 -0.707
C 0.74766 0.60657 0.39032 0.2 0.0 0.3 -0.019
C -0.41468 0.30119 1.28831 0.2 0.0 0.0 -0.111
C -1.60974 1.16081 1.10372 -0.1 0.2 0.1 -0.453
N -1.66020 -0.26978 0.79717 0.0 -0.1 -0.2 -0.633
H 0.69187 -1.57828 -2.20928 0.0 -0.1 0.1 0.279
H -0.04602 -1.88079 -0.60976 0.1 0.0 -0.1 0.373
H 1.64053 -2.31657 -0.91958 -0.1 0.0 0.0 0.344
H 2.38592 -0.01051 -0.91715 -0.1 -0.1 0.1 0.372
H -0.38935 0.61110 -1.30189 0.0 0.3 0.1 0.259
H 1.46845 1.25550 0.88195 -0.2 0.1 0.0 0.393
H -0.14341 -0.00131 2.29896 -0.1 0.0 -0.2 0.424
H -2.20595 1.48512 1.95262 0.1 -0.1 -0.1 0.277
H -1.55899 1.86932 0.27586 -0.1 -0.2 0.2 0.203
H -1.62321 -0.43270 -0.20663 -0.1 0.1 0.2 0.253